No. 1
# C48H86BN8O13PS2

A 6-piece molecular cluster, C48H86BN8O13PS2 overall (wB97M-V/def2-TZVPD, the OMol25 dataset).

Properties
SMILES: CCCOc1c(C)c(N=C=S)c(B(O)CC)c2c1C(=O)c1c(CSCC)c(N=C(C)C)c(OC#N)c(P(=O)(O)O)c1C2=O.COC[C@@H](C)N.COC[C@@H](C)N.COC[C@@H](C)N.COC[C@@H](C)N.COC[C@@H](C)N
HOMO, eV: -8.5613
Kohn-Sham gap, Ha: 0.25215
E_LUMO, eV: -1.7

Geometry as ORCA input:
```
! wB97M-V def2-TZVPD RIJCOSX def2/J DEFGRID3
* xyz 0 1
C -4.079 1.761 -3.829
C -4.611 0.259 -3.458
C -3.406 -0.803 -3.325
O -3.513 -1.670 -2.141
C -2.943 -0.976 -1.018
C -3.880 -0.383 0.076
C -5.474 -0.462 0.097
C -3.189 0.370 1.284
N -4.063 0.904 2.360
C -4.263 -0.121 3.164
S -4.355 -1.331 4.305
C -1.644 0.563 1.377
B -1.056 1.360 2.666
O -0.110 0.667 3.531
C -1.470 2.866 3.104
C -0.992 3.264 4.602
C -0.741 -0.042 0.266
C -1.381 -0.844 -0.939
C -0.378 -1.488 -2.032
O -0.606 -2.643 -2.474
C 0.883 -0.579 -2.427
C 1.457 -0.529 -3.895
C 0.856 -1.414 -5.080
S 2.191 -2.539 -5.781
C 3.148 -3.329 -4.394
C 2.240 -4.507 -3.751
C 2.679 0.408 -4.188
N 3.363 0.545 -5.479
C 2.569 1.022 -6.429
C 1.492 2.196 -6.273
C 2.717 0.324 -7.889
C 3.276 1.262 -2.996
O 4.420 2.124 -3.288
C 3.828 3.330 -3.798
N 3.291 4.420 -3.819
C 2.712 1.217 -1.535
P 3.457 2.284 -0.143
O 4.554 1.497 0.586
O 2.253 2.872 0.941
O 4.229 3.703 -0.764
C 1.502 0.259 -1.236
C 0.855 0.085 0.239
O 1.605 0.023 1.242
H -4.704 2.244 -4.672
H -4.199 2.433 -2.905
H -2.984 1.776 -4.159
H -5.311 -0.117 -4.295
H -5.230 0.380 -2.507
H -2.428 -0.198 -3.346
H -3.405 -1.445 -4.280
H -5.976 0.518 0.456
H -5.765 -1.246 0.902
H -5.952 -0.780 -0.890
H -0.097 -0.296 3.316
H -2.625 2.925 3.118
H -1.016 3.585 2.338
H 0.153 3.305 4.619
H -1.321 2.487 5.395
H -1.419 4.301 4.838
H -0.071 -2.021 -4.805
H 0.549 -0.712 -5.939
H 3.374 -2.575 -3.566
H 4.118 -3.751 -4.860
H 2.464 -4.668 -2.636
H 1.151 -4.171 -3.825
H 2.475 -5.482 -4.303
H 0.611 1.944 -5.591
H 1.069 2.390 -7.336
H 2.043 3.166 -5.988
H 3.397 0.965 -8.576
H 3.243 -0.691 -7.785
H 1.689 0.238 -8.415
H 1.768 3.631 0.531
H 3.528 4.380 -0.937
C -11.338 -2.363 -1.181
O -11.130 -0.975 -0.981
C -10.843 -0.608 0.365
C -9.369 -0.801 0.777
C -8.996 -2.256 1.049
N -8.451 -0.256 -0.232
H -11.830 -2.834 -0.324
H -10.389 -2.859 -1.395
H -11.978 -2.486 -2.057
H -11.072 0.461 0.432
H -11.525 -1.114 1.059
H -9.216 -0.250 1.712
H -8.877 -2.837 0.132
H -8.045 -2.310 1.585
H -9.754 -2.745 1.667
H -8.639 0.741 -0.339
H -8.724 -0.648 -1.134
C -6.170 3.337 2.852
O -7.267 3.640 2.004
C -7.863 4.913 2.240
C -7.129 6.092 1.569
C -5.851 6.508 2.293
N -6.807 5.800 0.166
H -6.299 3.750 3.857
H -5.242 3.700 2.406
H -6.094 2.252 2.931
H -8.866 4.851 1.805
H -8.001 5.083 3.315
H -7.806 6.953 1.592
H -5.024 5.817 2.114
H -5.523 7.491 1.947
H -6.016 6.573 3.372
H -7.675 5.619 -0.337
H -6.328 4.899 0.146
C 7.890 -2.967 -1.689
O 6.803 -2.657 -2.544
C 6.225 -1.375 -2.314
C 6.973 -0.205 -2.985
C 8.254 0.198 -2.259
N 7.296 -0.502 -4.387
H 7.760 -2.545 -0.688
H 8.827 -2.619 -2.131
H 7.953 -4.054 -1.601
H 5.221 -1.425 -2.753
H 6.085 -1.201 -1.241
H 6.306 0.663 -2.964
H 9.074 -0.502 -2.434
H 8.593 1.177 -2.605
H 8.087 0.265 -1.180
H 6.426 -0.674 -4.892
H 7.766 -1.408 -4.405
C 5.905 -2.213 2.250
O 7.230 -2.718 2.159
C 7.609 -3.575 3.231
C 7.133 -5.035 3.077
C 5.652 -5.230 3.389
N 7.408 -5.553 1.731
H 5.603 -2.031 3.285
H 5.208 -2.899 1.764
H 5.866 -1.266 1.707
H 8.705 -3.577 3.229
H 7.302 -3.150 4.195
H 7.696 -5.639 3.798
H 5.004 -4.873 2.585
H 5.431 -6.292 3.527
H 5.373 -4.710 4.310
H 8.413 -5.512 1.564
H 7.028 -4.881 1.063
C 4.028 -1.952 6.686
O 2.934 -1.647 5.837
C 2.339 -0.373 6.072
C 3.075 0.806 5.402
C 4.352 1.220 6.129
N 3.400 0.515 4.001
H 3.898 -1.538 7.690
H 4.959 -1.591 6.243
H 4.102 -3.038 6.766
H 1.337 -0.433 5.635
H 2.199 -0.203 7.146
H 2.399 1.668 5.424
H 5.179 0.529 5.952
H 4.682 2.204 5.784
H 4.185 1.285 7.209
H 2.533 0.335 3.496
H 3.879 -0.387 3.981
*
```

---

No. 2
# C48H86BrN4O5P

A 3-piece molecular cluster, C48H86BrN4O5P overall (wB97M-V/def2-TZVPD, the OMol25 dataset).

Properties
HOMO (alpha / beta), eV: -7.5803 / -7.5803
Kohn-Sham gap (alpha / beta), Ha: 0.29719 / 0.26742
⟨S²⟩: 2.009
E_LUMO (alpha / beta), eV: 0.5 / -0.3

Geometry as ORCA input:
```
! wB97M-V def2-TZVPD RIJCOSX def2/J DEFGRID3
* xyz 0 3
C 3.190 -5.418 -1.743
C 3.575 -5.247 -0.194
C 4.837 -4.295 0.085
C 4.576 -2.734 -0.183
C 4.290 -1.870 1.144
C 3.177 -0.713 0.952
C 1.666 -1.252 1.255
C 0.535 -0.361 0.525
C -0.516 -1.260 -0.355
P -1.289 -2.430 0.922
C -1.435 -1.655 2.639
C -2.329 -0.319 2.704
C -0.489 -4.141 0.945
C -1.517 -5.191 0.276
C 0.332 -1.955 -1.524
O 1.259 -2.812 -1.513
N 0.024 -1.487 -2.912
C -0.774 -0.226 -2.669
C 0.416 0.901 -2.717
N 0.774 1.326 -4.106
C -1.607 -0.085 -4.028
C -2.404 1.322 -4.138
O -2.357 2.223 -3.279
Br -3.564 1.546 -5.762
C -1.514 -0.321 -1.263
C -2.988 -0.935 -1.148
O -3.979 -0.317 -2.029
C -4.869 -1.405 -2.390
C -4.911 -2.039 -3.816
C -5.853 -3.247 -4.167
C -5.883 -3.947 -5.619
C -6.838 -3.870 -3.104
C -6.800 -3.244 -1.687
C -5.844 -2.053 -1.334
C -5.908 -1.559 0.216
C -5.176 -2.753 1.058
C -7.476 -1.412 0.565
H 2.044 -5.464 -1.902
H 3.565 -4.537 -2.377
H 3.590 -6.395 -2.215
H 2.693 -4.929 0.466
H 3.878 -6.301 0.181
H 5.698 -4.623 -0.615
H 5.203 -4.535 1.152
H 3.748 -2.510 -0.941
H 5.550 -2.321 -0.656
H 4.097 -2.514 2.087
H 5.275 -1.304 1.379
H 3.287 -0.282 -0.100
H 3.424 0.083 1.756
H 1.576 -1.214 2.409
H 1.666 -2.352 0.951
H 1.118 0.387 -0.144
H -0.031 0.312 1.278
H -0.446 -1.428 3.165
H -1.974 -2.438 3.302
H -3.395 -0.530 3.104
H -1.866 0.482 3.400
H -2.455 0.206 1.680
H -0.413 -4.450 2.061
H 0.574 -4.196 0.535
H -1.759 -4.961 -0.816
H -2.504 -5.096 0.876
H -1.174 -6.287 0.419
H 0.887 -1.328 -3.470
H 1.384 0.478 -2.241
H 0.092 1.813 -2.083
H 1.773 1.086 -4.230
H 0.652 2.353 -4.211
H -2.446 -0.883 -3.981
H -1.017 -0.328 -4.981
H -1.373 0.732 -0.814
H -3.345 -0.725 -0.067
H -2.948 -2.065 -1.375
H -4.240 -1.678 -4.661
H -6.793 -3.598 -6.215
H -6.061 -5.072 -5.407
H -4.893 -3.887 -6.179
H -7.494 -4.755 -3.392
H -7.491 -3.702 -0.896
H -5.410 -0.543 0.360
H -5.857 -3.138 1.896
H -4.190 -2.424 1.529
H -5.005 -3.657 0.357
H -7.847 -2.365 1.097
H -8.121 -1.256 -0.382
H -7.693 -0.488 1.227
C 6.419 -2.193 6.750
C 5.848 -1.134 5.775
C 6.103 0.276 6.348
C 5.211 0.602 7.542
C 3.740 0.386 7.200
C 3.436 -0.999 6.588
N 4.398 -1.389 5.512
O 4.055 -0.699 4.390
C 3.437 -2.081 7.694
C 1.963 -0.988 6.097
C 6.710 -1.319 4.497
H 7.508 -2.261 6.664
H 6.232 -1.966 7.799
H 6.021 -3.188 6.532
H 5.940 1.033 5.572
H 7.152 0.374 6.649
H 5.489 -0.001 8.411
H 5.365 1.645 7.835
H 3.139 0.536 8.104
H 3.436 1.173 6.500
H 3.339 -3.083 7.264
H 2.594 -1.941 8.379
H 4.324 -2.065 8.324
H 1.761 -0.173 5.397
H 1.274 -0.849 6.936
H 1.701 -1.933 5.609
H 6.576 -2.320 4.075
H 7.773 -1.197 4.727
H 6.483 -0.586 3.719
C -0.372 5.027 -3.398
C -1.634 5.908 -3.221
C -2.435 5.922 -4.539
C -1.765 6.751 -5.631
C -1.458 8.161 -5.138
C -0.688 8.203 -3.800
N -1.255 7.283 -2.768
O -2.374 7.874 -2.264
C 0.802 7.858 -4.033
C -0.644 9.681 -3.323
C -2.454 5.147 -2.145
H -0.626 3.962 -3.357
H 0.123 5.162 -4.360
H 0.356 5.210 -2.602
H -3.440 6.321 -4.364
H -2.575 4.898 -4.904
H -0.848 6.266 -5.980
H -2.427 6.807 -6.501
H -0.895 8.695 -5.911
H -2.409 8.698 -5.032
H 1.338 7.770 -3.082
H 1.300 8.644 -4.610
H 0.958 6.943 -4.600
H -1.640 10.124 -3.241
H -0.090 10.303 -4.032
H -0.148 9.768 -2.351
H -1.905 5.092 -1.200
H -2.659 4.121 -2.468
H -3.428 5.601 -1.949
*
```

---

No. 3
# C48H88FN6O9PS

A 4-piece molecular cluster, C48H88FN6O9PS overall (wB97M-V/def2-TZVPD, the OMol25 dataset).

Properties
HOMO (alpha / beta), eV: -9.5121 / -10.4105
Kohn-Sham gap (alpha / beta), Ha: 0.26017 / 0.29317
⟨S²⟩: 3.762
E_LUMO (alpha / beta), eV: -2.4 / -2.4

Geometry as ORCA input:
```
! wB97M-V def2-TZVPD RIJCOSX def2/J DEFGRID3
* xyz 1 4
C 0.336 -1.391 -1.273
C 0.381 -0.455 -0.050
C 1.572 0.505 -0.185
C -0.886 0.443 -0.121
C 0.309 -1.171 1.305
C 1.220 -2.385 1.570
C 1.196 -2.619 3.111
C 2.694 -2.171 1.218
C 0.661 -3.669 0.939
C -0.552 -4.188 1.400
C -1.089 -5.328 0.819
C -0.420 -5.976 -0.209
O -1.050 -7.084 -0.754
C -1.293 -7.028 -2.145
C -2.548 -6.259 -2.556
O -2.658 -5.041 -1.831
C -2.974 -3.951 -2.648
C -2.955 -2.669 -1.861
N -4.132 -2.466 -0.997
C -5.171 -1.596 -1.236
S -5.421 -0.504 -2.580
O -4.298 0.354 -2.660
O -6.715 0.039 -2.423
F -5.426 -1.447 -3.796
C -6.060 -1.652 -0.215
N -5.537 -2.563 0.687
P -6.390 -2.946 2.286
N -6.090 -4.570 2.619
O -7.928 -2.942 1.823
C -4.400 -3.036 0.178
O -3.666 -3.944 0.780
C 0.803 -5.512 -0.651
C 1.332 -4.354 -0.072
H 1.314 -1.683 -1.642
H -0.303 -2.249 -1.066
H -0.142 -0.849 -2.086
H 1.374 1.139 -1.042
H 1.757 1.070 0.721
H 2.441 -0.079 -0.473
H -1.750 -0.019 0.356
H -0.683 1.339 0.467
H -1.095 0.777 -1.131
H -0.717 -1.523 1.444
H 0.473 -0.439 2.095
H 1.465 -3.655 3.305
H 0.178 -2.495 3.471
H 1.877 -1.943 3.615
H 3.272 -2.948 1.711
H 2.901 -2.152 0.156
H 3.021 -1.233 1.659
H -1.095 -3.708 2.205
H -2.029 -5.717 1.171
H -0.455 -6.631 -2.717
H -1.422 -8.059 -2.462
H -3.442 -6.874 -2.461
H -2.422 -6.010 -3.611
H -3.927 -4.068 -3.177
H -2.202 -3.836 -3.416
H -2.063 -2.584 -1.247
H -2.939 -1.832 -2.552
H -6.961 -1.081 -0.110
H -5.208 -4.623 3.116
H -6.036 -5.152 1.785
H -8.292 -3.840 1.879
H -2.784 -3.610 1.016
H 1.335 -6.022 -1.436
H 2.269 -4.005 -0.466
C -13.181 -4.221 4.290
C -12.456 -3.149 5.128
C -13.451 -2.069 5.558
C -13.868 -1.140 4.418
C -12.640 -0.539 3.735
C -11.629 -1.590 3.276
N -11.312 -2.564 4.364
O -10.465 -2.031 5.186
C -12.172 -2.323 2.032
C -10.354 -0.899 2.808
C -11.944 -3.886 6.361
H -12.465 -4.900 3.824
H -13.829 -4.816 4.931
H -13.824 -3.814 3.514
H -13.008 -1.466 6.357
H -14.334 -2.547 5.987
H -14.487 -1.676 3.693
H -14.492 -0.337 4.813
H -12.949 0.061 2.876
H -12.154 0.149 4.434
H -11.579 -3.214 1.813
H -12.118 -1.669 1.162
H -13.215 -2.618 2.116
H -9.922 -0.257 3.574
H -10.568 -0.263 1.949
H -9.601 -1.626 2.510
H -11.207 -4.644 6.088
H -12.776 -4.386 6.855
H -11.492 -3.214 7.087
C 7.206 3.682 -3.133
C 6.483 2.378 -3.521
C 6.356 2.287 -5.043
C 5.307 3.237 -5.620
C 3.960 3.041 -4.925
C 4.047 3.142 -3.402
N 5.147 2.293 -2.856
O 4.757 1.059 -2.810
C 4.236 4.616 -2.989
C 2.717 2.722 -2.789
C 7.393 1.259 -3.025
H 7.153 3.855 -2.059
H 8.261 3.622 -3.396
H 6.826 4.565 -3.642
H 6.092 1.262 -5.326
H 7.328 2.490 -5.495
H 5.639 4.275 -5.528
H 5.194 3.049 -6.689
H 3.242 3.777 -5.293
H 3.565 2.058 -5.202
H 4.513 4.693 -1.937
H 3.303 5.162 -3.125
H 4.979 5.144 -3.580
H 2.419 1.719 -3.092
H 1.927 3.400 -3.113
H 2.764 2.754 -1.700
H 7.479 1.277 -1.937
H 8.388 1.390 -3.446
H 7.040 0.273 -3.325
C 10.489 5.602 2.004
C 10.398 4.937 0.616
C 11.789 4.491 0.163
C 12.686 5.650 -0.266
C 11.991 6.506 -1.323
C 10.604 6.988 -0.897
N 9.770 5.863 -0.374
O 9.299 5.176 -1.364
C 10.740 8.103 0.159
C 9.910 7.646 -2.086
C 9.515 3.709 0.820
H 9.546 6.084 2.266
H 10.695 4.848 2.763
H 11.286 6.335 2.089
H 11.690 3.795 -0.677
H 12.266 3.932 0.971
H 12.966 6.258 0.598
H 13.619 5.256 -0.674
H 12.611 7.372 -1.565
H 11.904 5.921 -2.245
H 9.779 8.312 0.630
H 11.081 9.023 -0.315
H 11.466 7.884 0.937
H 9.842 6.981 -2.945
H 10.478 8.521 -2.398
H 8.903 7.971 -1.822
H 8.504 3.996 1.114
H 9.935 3.089 1.611
H 9.450 3.093 -0.076
*
```

---

These records have strongest force on any atom values of 6.3; 5.4; 2.5 eV/Å, in the order they appear.